[1]
Formula: C4H11N2
Source: OMol25
Level of theory: ωB97M-V/def2-TZVPD

Positions of all 17 atoms, in Å:
C1 -2.803 -1.762 0.482
C2 -1.836 -0.937 0.541
C3 0.767 -0.664 -0.217
C4 1.293 -2.033 -0.036
N1 1.394 0.396 -0.527
N2 0.638 3.132 -0.176
H1 -3.673 -1.362 0.920
H2 -2.674 -2.742 0.193
H3 -1.766 0.097 0.703
H4 2.250 -2.143 -0.499
H5 0.510 -2.800 -0.439
H6 1.448 -2.098 1.083
H7 1.243 1.408 -0.478
H8 2.416 0.357 -0.711
H9 0.668 3.809 0.635
H10 -0.360 3.280 -0.468
H11 1.176 3.727 -0.896

Properties
energy above the lowest of the compared OMol25 structures with the same formula, charge and spin: 2.4935 eV
LUMO energy (spin up / spin down): -4.30 / -6.32 eV
net charge: +1
molar mass: 87.15 g/mol
calculated total energy: -268.0377 hartree
spin multiplicity: 3



[2]
Formula: C4H8NO2
Source: OMol25
Level of theory: ωB97M-V/def2-TZVPD

Positions of all 15 atoms, in Å:
C1 0.527 -1.873 0.492
C2 -1.037 0.006 0.280
C3 -0.620 1.612 0.334
C4 1.194 0.400 -0.079
N1 0.242 -0.622 0.211
O1 0.773 1.600 0.281
O2 2.480 0.094 0.023
H1 1.573 -2.001 0.511
H2 -0.292 -2.534 0.393
H3 -1.507 -0.350 1.189
H4 -1.822 -0.212 -0.532
H5 -0.921 2.058 -0.684
H6 -1.022 2.196 1.172
H7 0.589 0.423 -2.022
H8 3.102 -0.151 -0.673

Properties
energy above the lowest of the compared OMol25 structures with the same formula, charge and spin: 5.6205 eV
LUMO energy (spin up / spin down): -5.79 / -5.92 eV
net charge: +1
molar mass: 102.11 g/mol
calculated total energy: -362.0069 hartree
spin multiplicity: 1



[3]
Formula: C3H5F3Se
Source: OMol25
Level of theory: ωB97M-V/def2-TZVPD

Positions of all 12 atoms, in Å:
C1 -0.606 -0.300 -1.874
C2 1.130 0.064 0.622
C3 -0.210 0.057 1.432
F1 -1.129 0.922 1.067
F2 -0.721 -1.218 1.304
F3 0.136 0.369 2.698
Se1 1.172 -0.641 -1.140
H1 -1.335 -1.122 -1.600
H2 -0.980 0.740 -1.482
H3 -0.619 -0.346 -2.978
H4 1.273 1.790 0.634
H5 1.889 -0.315 1.317

Properties
energy above the lowest of the compared OMol25 structures with the same formula, charge and spin: 2.4178 eV
LUMO energy: 0.28 eV
molar mass: 177.03 g/mol
calculated total energy: -2818.2364 hartree
spin multiplicity: 1



[4]
Formula: C6H16BClNO9S2
Source: OMol25
Level of theory: ωB97M-V/def2-TZVPD

Positions of all 36 atoms, in Å:
O1 5.485 0.427 -1.407
S1 5.033 1.109 -2.589
O2 3.958 0.486 -3.333
Cl1 6.685 1.000 -3.855
N1 4.834 2.624 -2.331
S2 3.503 3.325 -2.963
O3 3.532 3.342 -4.411
O4 3.344 4.590 -2.277
B1 2.073 2.207 -2.384
O5 2.114 1.626 -1.163
O6 1.004 2.074 -3.223
H1 3.023 1.444 -0.882
H2 1.289 1.785 -4.099
C1 -1.971 -3.325 3.898
O7 -2.217 -2.852 2.597
C2 -3.501 -2.291 2.409
C3 -3.463 -1.092 1.486
O8 -2.867 0.060 2.052
C4 -1.446 0.116 2.108
C5 -0.772 0.407 0.787
O9 -0.858 -0.696 -0.098
C6 -1.026 -0.305 -1.447
H3 -2.476 -4.281 4.088
H4 -0.897 -3.474 3.993
H5 -2.296 -2.603 4.655
H6 -3.934 -1.991 3.372
H7 -4.168 -3.041 1.959
H8 -4.504 -0.809 1.308
H9 -3.009 -1.357 0.530
H10 -1.028 -0.786 2.561
H11 -1.231 0.961 2.766
H12 0.279 0.653 0.984
H13 -1.235 1.289 0.330
H14 -1.761 0.504 -1.522
H15 -1.401 -1.165 -2.002
H16 -0.093 0.039 -1.898

Properties
LUMO energy: 2.51 eV
net charge: -1
molar mass: 356.59 g/mol
calculated total energy: -2251.6699 hartree
spin multiplicity: 1



[5]
Formula: C12H27N3O4P2
Source: OMol25
Level of theory: ωB97M-V/def2-TZVPD

Positions of all 48 atoms, in Å:
C1 2.234 -2.586 -0.302
P1 2.086 -2.202 -2.098
C2 3.200 -0.811 -2.549
C3 0.320 -1.900 -2.583
N1 -0.298 -3.213 -2.670
C4 -1.512 -3.260 -1.885
O1 -2.383 -3.980 -2.074
C5 -1.344 -2.213 -0.775
C6 -0.692 -1.137 -1.648
P2 -0.278 0.477 -0.888
O2 -1.127 0.661 0.300
H1 1.441 -2.183 0.320
H2 2.288 -3.647 -0.133
H3 3.159 -2.172 0.081
H4 3.564 -0.222 -1.712
H5 2.731 -0.134 -3.249
H6 4.077 -1.189 -3.043
H7 0.273 -1.345 -3.510
H8 0.269 -3.953 -2.266
H9 -2.240 -1.907 -0.251
H10 -0.611 -2.700 -0.146
H11 -1.476 -0.845 -2.347
H12 1.097 0.634 -0.596
H13 -0.652 1.472 -1.820
C7 -5.991 -0.258 2.813
N2 -5.322 -0.709 1.608
C8 -4.670 0.037 0.675
C9 -4.613 1.529 0.888
O3 -4.151 -0.497 -0.291
H14 -5.533 -0.731 3.684
H15 -7.043 -0.545 2.776
H16 -5.922 0.819 2.920
H17 -5.321 -1.697 1.404
H18 -4.060 1.974 0.067
H19 -5.619 1.952 0.906
H20 -4.098 1.762 1.820
C10 3.223 2.338 2.592
N3 3.880 1.883 1.379
C11 4.534 2.624 0.444
C12 4.615 4.115 0.666
O4 5.030 2.085 -0.532
H21 3.679 1.852 3.456
H22 2.167 2.065 2.559
H23 3.308 3.413 2.705
H24 3.865 0.897 1.169
H25 5.162 4.560 -0.159
H26 3.616 4.551 0.700
H27 5.142 4.336 1.595

Properties
LUMO energy: 0.53 eV
molar mass: 339.31 g/mol
calculated total energy: -1621.3585 hartree
structure (SMILES): CP(C)[C@H]1NC(=O)C[C@H]1[PH2]=O.CNC(C)=O.CNC(C)=O
spin multiplicity: 1



[6]
Formula: C8H13N2O
Source: OMol25
Level of theory: ωB97M-V/def2-TZVPD

Positions of all 24 atoms, in Å:
C1 0.375 -1.050 -0.612
C2 0.714 -0.070 0.293
C3 1.830 -2.010 0.820
C4 0.209 2.052 -0.393
C5 2.736 -3.042 1.425
C6 -0.906 1.711 1.825
C7 -2.174 2.113 -0.250
C8 -0.944 2.424 0.510
N1 0.987 -2.180 -0.196
N2 1.662 -0.672 1.112
O1 0.846 2.313 -1.318
H1 -0.365 -1.046 -1.244
H2 3.768 -2.788 1.243
H3 2.589 -3.181 2.562
H4 2.525 -3.982 0.964
H5 0.150 1.615 2.227
H6 -1.233 0.746 1.704
H7 -1.592 2.179 2.520
H8 -2.146 2.245 -1.339
H9 -2.918 2.716 0.167
H10 -2.439 0.968 -0.048
H11 -0.626 3.473 0.725
H12 0.897 -3.147 -0.748
H13 2.258 -0.126 1.780

Properties
energy above the lowest of the compared OMol25 structures with the same formula, charge and spin: 2.6826 eV
LUMO energy: -2.81 eV
net charge: +1
molar mass: 153.20 g/mol
calculated total energy: -497.0523 hartree
spin multiplicity: 1



[7]
Formula: C2H4N2S3
Source: OMol25
Level of theory: ωB97M-V/def2-TZVPD

Positions of all 11 atoms, in Å:
N1 1.008 -0.189 -3.510
N2 -0.084 -0.374 -3.726
S1 -1.541 -0.631 -3.996
C1 0.303 0.572 -0.604
C2 -0.494 -0.108 0.206
S2 0.028 -1.286 1.429
S3 -2.260 0.081 0.131
H1 -0.114 1.280 -1.300
H2 1.372 0.452 -0.609
H3 1.337 -1.145 1.252
H4 -2.527 -0.528 1.287

Properties
energy above the lowest of the compared OMol25 structures with the same formula, charge and spin: 1.5020 eV
LUMO energy: 0.56 eV
molar mass: 152.27 g/mol
calculated total energy: -1382.6169 hartree
structure (SMILES): N#[N+][S-].C=C(S)S
spin multiplicity: 1



[8]
Formula: C38H39KN5O8S
Source: OMol25
Level of theory: ωB97M-V/def2-TZVPD

Positions of all 92 atoms, in Å:
K1 -0.570 0.225 -0.510
C1 2.795 -3.729 5.201
C2 1.851 -3.086 4.223
C3 0.725 -2.427 4.612
C4 -0.165 -1.839 3.673
C5 -1.177 -0.969 4.105
N1 -1.990 -0.314 3.323
C6 -2.747 0.869 3.713
C7 -2.008 2.126 3.262
C8 -0.917 2.704 4.145
N2 0.072 1.808 4.772
C9 1.394 1.881 4.601
C10 2.124 2.242 3.483
C11 3.483 2.675 3.717
C12 4.311 3.036 2.716
C13 5.700 3.559 2.950
C14 3.841 2.870 1.365
C15 2.633 2.361 1.059
C16 2.207 2.009 -0.329
N3 2.651 1.022 -0.988
C17 3.739 0.222 -0.420
C18 4.120 -0.944 -1.326
C19 3.112 -2.095 -1.325
N4 2.894 -2.517 0.052
C20 1.701 -2.452 0.463
C21 1.324 -2.591 1.880
C22 2.146 -3.116 2.828
C23 0.059 -1.983 2.258
O1 -0.764 -1.568 1.410
C24 1.662 2.008 2.111
O2 0.603 1.439 1.835
H1 2.477 -3.542 6.228
H2 3.813 -3.348 5.088
H3 2.839 -4.812 5.056
H4 0.496 -2.328 5.671
H5 -1.277 -0.776 5.172
H6 -1.873 -0.496 2.316
H7 -2.939 0.828 4.791
H8 -3.695 0.838 3.177
H9 -2.748 2.918 3.121
H10 -1.619 1.914 2.275
H11 -1.366 3.243 4.986
H12 -0.346 3.430 3.562
H13 -0.198 1.488 5.687
H14 1.965 1.637 5.495
H15 3.818 2.759 4.747
H16 5.937 3.577 4.013
H17 5.808 4.574 2.561
H18 6.446 2.940 2.446
H19 4.523 3.118 0.556
H20 1.404 2.602 -0.772
H21 3.463 -0.155 0.571
H22 4.622 0.849 -0.271
H23 5.085 -1.331 -0.988
H24 4.238 -0.579 -2.349
H25 3.537 -2.928 -1.890
H26 2.180 -1.789 -1.816
H27 0.884 -2.189 -0.213
H28 3.084 -3.550 2.493
O3 -6.442 0.071 -3.938
C25 -5.280 0.107 -3.207
C26 -5.256 0.578 -1.905
C27 -4.035 0.606 -1.251
N5 -2.909 0.185 -1.820
C28 -2.946 -0.317 -3.054
C29 -4.117 -0.354 -3.800
C30 -1.622 -0.908 -3.618
O4 -1.660 -1.234 -4.813
O5 -0.680 -0.969 -2.792
C31 -3.922 1.114 0.187
O6 -4.973 1.312 0.819
O7 -2.741 1.267 0.609
H29 -7.154 0.394 -3.376
H30 -6.143 0.926 -1.387
H31 -4.101 -0.751 -4.804
C32 -1.178 5.610 0.262
S1 -1.560 3.846 0.111
O8 -0.620 3.355 -0.953
C33 -3.144 4.085 -0.687
C34 -4.253 4.459 0.057
C35 -5.472 4.617 -0.579
C36 -5.578 4.382 -1.945
C37 -4.467 3.977 -2.671
C38 -3.240 3.821 -2.040
H32 -1.226 6.090 -0.713
H33 -0.167 5.681 0.665
H34 -1.889 6.063 0.955
H35 -4.175 4.590 1.131
H36 -6.347 4.892 -0.004
H37 -6.536 4.487 -2.437
H38 -4.558 3.752 -3.726
H39 -2.363 3.475 -2.573

Properties
energy above the lowest of the compared OMol25 structures with the same formula, charge and spin: 0.0000 eV
LUMO energy: 1.41 eV
net charge: -1
molar mass: 764.92 g/mol
calculated total energy: -3345.3993 hartree
spin multiplicity: 1



[9]
Formula: C3H3N3O
Source: OMol25
Level of theory: ωB97M-V/def2-TZVPD

Positions of all 10 atoms, in Å:
N1 2.238 -0.121 0.202
C1 0.979 -0.092 -0.116
N2 0.350 1.124 -0.172
C2 -0.891 1.199 -0.006
O1 -1.666 0.107 0.144
C3 -1.065 -1.089 -0.071
N3 0.232 -1.272 -0.080
H1 2.520 0.800 0.007
H2 -1.339 2.122 0.216
H3 -1.727 -2.003 0.130

Properties
energy above the lowest of the compared OMol25 structures with the same formula, charge and spin: 1.7498 eV
LUMO energy: 0.21 eV
molar mass: 97.08 g/mol
calculated total energy: -355.5756 hartree
structure (SMILES): N=c1ncocn1
spin multiplicity: 1



[10]
Formula: C8H19N3O3Sn
Source: OMol25
Level of theory: ωB97M-V/def2-TZVPD

Positions of all 34 atoms, in Å:
Sn1 0.409 1.125 1.302
C1 -0.223 2.588 -2.908
C2 -0.844 3.154 -1.658
O1 -1.039 2.479 -0.622
N1 -1.136 4.447 -1.685
C3 -1.603 5.213 -0.545
H1 0.839 2.414 -2.746
H2 -0.342 3.229 -3.779
H3 -0.794 1.681 -3.108
H4 -0.839 4.981 -2.485
H5 -1.331 6.248 -0.738
H6 -1.124 4.909 0.385
H7 -2.682 5.180 -0.398
C4 1.320 -3.181 2.208
C5 0.086 -2.478 2.713
O2 -0.250 -1.326 2.365
N2 -0.647 -3.166 3.584
C6 -1.922 -2.698 4.094
H8 2.140 -2.456 2.213
H9 1.244 -3.426 1.152
H10 1.638 -3.998 2.848
H11 -0.394 -4.141 3.621
H12 -2.646 -2.387 3.344
H13 -1.747 -1.990 4.900
H14 -2.446 -3.541 4.547
O3 0.386 -0.517 -1.010
C7 1.198 -1.237 -1.623
N3 1.237 -2.559 -1.472
C8 2.082 -0.694 -2.720
H15 0.575 -3.102 -0.941
H16 1.907 -3.127 -1.966
H17 2.966 -0.244 -2.259
H18 1.541 0.097 -3.230
H19 2.439 -1.477 -3.383

Properties
energy above the lowest of the compared OMol25 structures with the same formula, charge and spin: 0.1831 eV
LUMO energy: -9.35 eV
net charge: +2
molar mass: 323.97 g/mol
calculated total energy: -919.9725 hartree
spin multiplicity: 1



[11]
Formula: C9H10O7S2TeTi
Source: OMol25
Level of theory: ωB97M-V/def2-TZVPD

Positions of all 30 atoms, in Å:
Ti1 9.152 6.222 4.906
O1 10.153 4.344 4.671
S1 11.462 4.977 4.591
O2 12.271 4.636 3.473
O3 11.096 6.412 4.509
C1 12.341 4.870 6.160
C2 13.551 4.220 6.085
C3 14.394 4.103 7.171
C4 13.940 4.469 8.417
C5 12.636 5.038 8.564
C6 11.827 5.173 7.462
S2 10.107 5.675 7.872
O4 10.072 6.435 9.091
O5 9.379 4.445 7.837
O6 9.753 6.581 6.672
H1 13.807 3.812 5.088
H2 15.376 3.643 7.079
H3 14.654 4.371 9.283
H4 12.330 5.333 9.539
C7 6.025 3.445 6.104
C8 6.833 4.661 6.387
C9 6.684 5.581 7.528
O7 7.671 4.996 5.574
H5 5.602 3.047 7.010
H6 6.685 2.767 5.575
H7 5.259 3.682 5.406
H8 7.643 5.752 8.088
H9 6.020 5.237 8.295
H10 6.285 6.533 7.194
Te1 7.838 7.990 4.018

Properties
energy above the lowest of the compared OMol25 structures with the same formula, charge and spin: 0.0000 eV
LUMO energy (spin up / spin down): -0.80 / -0.80 eV
molar mass: 469.77 g/mol
calculated total energy: -2789.5620 hartree
spin multiplicity: 1



[12]
Formula: C47H38F4O8SSi
Source: OMol25
Level of theory: ωB97M-V/def2-TZVPD

Positions of all 99 atoms, in Å:
C1 -3.346 -0.118 -0.245
C2 -1.972 -0.172 -0.945
C3 -0.860 -0.113 0.148
C4 0.435 0.213 -0.553
C5 1.288 -0.763 -1.042
C6 0.965 -2.258 -0.908
S1 2.319 -3.060 -0.033
O1 2.975 -3.967 -0.939
O2 1.779 -3.656 1.150
C7 2.464 -0.453 -1.675
C8 2.829 0.855 -1.884
C9 1.981 1.823 -1.441
C10 0.813 1.522 -0.777
C11 -0.035 2.702 -0.337
O3 -0.522 2.790 0.768
C12 -0.127 3.780 -1.410
C13 -1.473 4.413 -1.716
F1 -2.341 3.933 -0.770
F2 -1.517 5.750 -1.581
C14 -2.111 3.950 -3.073
F3 -1.554 2.796 -3.486
F4 -3.422 3.696 -2.867
C15 1.001 4.073 -2.059
Si1 1.245 5.326 -3.484
C16 0.350 4.837 -5.093
C17 0.861 7.124 -2.993
C18 3.075 5.378 -4.014
C19 2.244 3.296 -1.647
O4 3.324 3.810 -1.451
H1 -4.171 -0.134 -0.955
H2 -3.352 0.787 0.367
H3 -3.411 -0.957 0.454
H4 -1.881 -1.078 -1.551
H5 -1.877 0.707 -1.590
H6 -0.805 -1.091 0.623
H7 -1.167 0.659 0.845
H8 0.008 -2.426 -0.426
H9 0.879 -2.630 -1.931
H10 3.237 -2.116 0.326
H11 3.127 -1.222 -2.063
H12 3.747 1.141 -2.382
H13 -2.083 4.750 -3.814
H14 -0.532 5.447 -5.299
H15 0.129 3.766 -5.090
H16 1.029 4.987 -5.937
H17 1.654 7.805 -3.300
H18 0.619 7.226 -1.936
H19 -0.030 7.402 -3.570
H20 3.641 5.954 -3.279
H21 3.459 4.355 -3.958
H22 3.168 5.818 -5.005
O5 -11.707 -0.294 2.005
C20 -10.533 -0.572 1.877
C21 -10.118 -1.853 1.240
C22 -11.091 -2.726 0.770
C23 -10.718 -3.902 0.141
C24 -9.372 -4.212 -0.021
C25 -8.398 -3.353 0.461
C26 -8.766 -2.174 1.098
C27 -7.709 -1.269 1.627
O6 -6.536 -1.573 1.552
C28 -8.123 0.020 2.245
C29 -7.149 0.894 2.712
C30 -7.517 2.111 3.260
C31 -8.861 2.460 3.344
C32 -9.837 1.587 2.892
C33 -9.473 0.362 2.346
H23 -12.137 -2.482 0.892
H24 -11.478 -4.579 -0.228
H25 -9.083 -5.126 -0.523
H26 -7.351 -3.596 0.340
H27 -6.104 0.623 2.642
H28 -6.757 2.792 3.619
H29 -9.147 3.416 3.764
H30 -10.882 1.857 2.960
O7 6.189 -2.843 3.445
C34 7.214 -3.169 2.883
C35 7.182 -3.755 1.516
C36 5.962 -3.913 0.869
C37 5.915 -4.417 -0.416
C38 7.093 -4.771 -1.069
C39 8.312 -4.637 -0.425
C40 8.361 -4.133 0.871
C41 9.676 -4.009 1.557
O8 10.697 -4.386 1.019
C42 9.712 -3.403 2.917
C43 10.933 -3.245 3.560
C44 10.985 -2.654 4.811
C45 9.816 -2.218 5.426
C46 8.595 -2.386 4.796
C47 8.536 -2.983 3.543
H31 5.042 -3.638 1.370
H32 4.960 -4.526 -0.910
H33 7.058 -5.154 -2.081
H34 9.228 -4.917 -0.928
H35 11.842 -3.580 3.078
H36 11.938 -2.529 5.308
H37 9.860 -1.749 6.401
H38 7.685 -2.050 5.276

Properties
LUMO energy: -1.27 eV
molar mass: 866.96 g/mol
calculated total energy: -3502.8905 hartree
structure (SMILES): CCCc1c(C[SH](=O)=O)ccc2c1C(=O)C(C(F)(F)C(F)F)=C([Si](C)(C)C)C2=O.O=C1c2ccccc2C(=O)c2ccccc21.O=C1c2ccccc2C(=O)c2ccccc21
spin multiplicity: 1



- molar mass of number 12 (C47H38F4O8SSi)?
  866.96 g/mol



- What is the formula in the twelfth record?
  C47H38F4O8SSi



- Among the records above, which one has the lowest molar mass?
  C4H11N2